[1]
Molecular formula: C4H5NO
Method: DFT, ωB97M-V/def2-TZVPD

energy above the lowest of the compared OMol25 structures with the same formula, charge and spin: 478.3 kJ/mol
HOMO energy: -9.7 eV
SMILES string: C#[N+][O-].C#CC
electronic energy: -7761.5687 eV

Last column: natural (NBO) charge in e.
Positions of all 11 atoms, in Å:
C 2.3684 -0.7700 -0.1044  -0.043
N 1.5424 -1.4870 0.2729  0.214
O 0.6922 -2.2436 0.6661  -0.419
H 2.9705 0.0276 -0.4694  0.253
C 0.3309 1.5139 -0.4462  -0.305
C -0.6468 0.8731 -0.1572  0.039
C -1.8671 0.1374 0.1717  -0.697
H 1.1838 2.1003 -0.7064  0.232
H -1.9742 0.0174 1.2537  0.242
H -2.7352 0.6896 -0.2012  0.236
H -1.8647 -0.8586 -0.2797  0.248



[2]
Molecular formula: C4H5NO
Method: DFT, ωB97M-V/def2-TZVPD

energy above the lowest of the compared OMol25 structures with the same formula, charge and spin: 61.3 kJ/mol
HOMO energy: -7.6 eV
SMILES string: Nc1ccco1
electronic energy: -7765.8912 eV

Last column: natural (NBO) charge in e.
Positions of all 11 atoms, in Å:
N 2.0022 -0.1272 0.2002  -0.822
C 0.6446 -0.0130 -0.0124  0.465
C -0.2455 1.0193 0.0169  -0.411
C -1.5429 0.3966 0.0137  -0.286
C -1.3402 -0.9333 -0.0907  0.042
O 0.0071 -1.1983 -0.1187  -0.431
H 2.4131 -1.0026 -0.0831  0.394
H 2.5739 0.6873 0.0576  0.392
H -0.0302 2.0785 0.0332  0.225
H -2.4971 0.8875 0.1474  0.227
H -1.9850 -1.7947 -0.1643  0.204



[3]
Molecular formula: C4H5NO
Method: DFT, ωB97M-V/def2-TZVPD

energy above the lowest of the compared OMol25 structures with the same formula, charge and spin: 426.7 kJ/mol
HOMO energy: -10.4 eV
electronic energy: -7762.1035 eV

Last column: natural (NBO) charge in e.
Positions of all 11 atoms, in Å:
N -1.9550 -0.7455 0.0098  -0.725
C -1.5553 0.3887 0.4018  0.412
O -0.2576 0.7196 0.4641  -0.492
C 0.6413 -0.3128 0.0654  -0.089
C 2.5288 1.4163 0.0916  0.273
C 2.0395 0.2136 0.2048  -0.622
H -2.9699 -0.7935 0.0396  0.357
H -2.1628 1.2335 0.7366  0.161
H 0.4307 -0.5979 -0.9710  0.217
H 0.4853 -1.1997 0.6862  0.213
H 2.8550 -0.4801 0.4429  0.295



[4]
Molecular formula: C4H5NO
Method: DFT, ωB97M-V/def2-TZVPD

energy above the lowest of the compared OMol25 structures with the same formula, charge and spin: 133.9 kJ/mol
HOMO energy: -9.8 eV
SMILES string: CC#CC(N)=O
electronic energy: -7765.1383 eV

Last column: natural (NBO) charge in e.
Positions of all 11 atoms, in Å:
C -2.3389 -0.0402 0.1607  -0.699
C -0.9285 0.2752 0.3252  0.110
C 0.2692 0.3134 0.4640  -0.180
C 1.5914 -0.3049 0.5270  0.619
N 2.5075 0.1808 -0.3517  -0.807
O 1.8006 -1.2518 1.2610  -0.580
H -2.4597 -0.5564 -0.7972  0.244
H -2.9975 0.8294 0.1788  0.242
H -2.6269 -0.7305 0.9593  0.245
H 3.3365 -0.3728 -0.4980  0.405
H 2.2835 0.9245 -0.9914  0.400



[5]
Molecular formula: C4H5NO
Method: DFT, ωB97M-V/def2-TZVPD

energy above the lowest of the compared OMol25 structures with the same formula, charge and spin: 534.7 kJ/mol
HOMO energy: -8.5 eV
electronic energy: -7760.9849 eV

Last column: natural (NBO) charge in e.
Positions of all 11 atoms, in Å:
N -0.8874 -1.2123 -0.0710  -0.710
C -0.0407 -0.1209 0.3354  0.224
C 0.3404 -1.1236 1.3134  -0.172
O -0.6417 1.1534 0.7354  -0.501
C 0.1875 1.7210 -0.2116  0.166
C 0.7501 0.6191 -0.7103  -0.396
H -1.7382 -1.3438 0.4555  0.418
H -1.0229 -1.2919 -1.0776  0.402
H 1.3059 -1.5411 0.9799  0.138
H 0.2485 2.7958 -0.3116  0.203
H 1.4985 0.3443 -1.4376  0.229



[6]
Molecular formula: C4H5NO
Method: DFT, ωB97M-V/def2-TZVPD

energy above the lowest of the compared OMol25 structures with the same formula, charge and spin: 481.3 kJ/mol
HOMO energy: -10.1 eV
electronic energy: -7761.5384 eV

Last column: natural (NBO) charge in e.
Positions of all 11 atoms, in Å:
N -1.8935 -0.7036 -0.0502  -0.727
C -1.5422 0.3845 0.4920  0.412
O -0.2697 0.8114 0.5156  -0.494
C 0.6522 -0.0341 -0.1537  -0.107
C 1.9838 0.9344 -0.4390  -0.090
C 2.3917 0.0955 0.4034  -0.230
H -2.8983 -0.8329 0.0340  0.357
H -2.1793 1.1155 0.9969  0.162
H 0.3281 -0.2616 -1.1693  0.245
H 0.6605 -1.0067 0.3652  0.217
H 2.8049 -0.5801 1.1296  0.257



[7]
Molecular formula: C4H5NO
Method: DFT, ωB97M-V/def2-TZVPD

energy above the lowest of the compared OMol25 structures with the same formula, charge and spin: 466.9 kJ/mol
HOMO energy: -9.3 eV
SMILES string: C[C@@]1(C#N)CO1
electronic energy: -7761.6878 eV

Last column: natural (NBO) charge in e.
Positions of all 11 atoms, in Å:
C -1.2098 -0.2395 0.0083  -0.632
C 0.2196 0.1560 -0.1904  0.162
C 0.4480 1.5991 -0.3794  0.230
N 0.5653 2.7312 -0.5880  -0.255
C 1.5031 -0.8696 0.3458  -0.165
O 1.0518 -0.5798 -0.9860  -0.464
H -1.7230 -0.0479 -0.9356  0.238
H -1.2691 -1.2999 0.2503  0.237
H -1.6950 0.3437 0.7989  0.236
H 1.0770 0.0488 0.9672  0.263
H 0.9957 -1.7870 0.6798  0.151



[8]
Molecular formula: C4H5NO
Method: DFT, ωB97M-V/def2-TZVPD

energy above the lowest of the compared OMol25 structures with the same formula, charge and spin: 46.2 kJ/mol
HOMO energy: -10.4 eV
SMILES string: CC(=O)CC#N
electronic energy: -7766.0480 eV

Last column: natural (NBO) charge in e.
Positions of all 11 atoms, in Å:
C 0.5070 -1.4560 -0.0175  -0.725
C 0.3922 -0.0931 0.6099  0.610
O 0.6097 0.1289 1.7746  -0.503
C -0.0049 1.0630 -0.3276  -0.612
C -1.4179 1.3846 -0.1185  0.283
N -2.5369 1.6055 0.0700  -0.302
H 0.4382 -2.2293 0.7480  0.248
H 1.4935 -1.5291 -0.4910  0.244
H -0.2517 -1.6159 -0.7898  0.231
H 0.1570 0.8134 -1.3807  0.252
H 0.6138 1.9280 -0.0772  0.275



electronic energy of number 7 (C4H5NO)? -7761.6878 eV